{
  "formula": "C31H9Cl72FO3",
  "method": "wB97M-V/def2-TZVPD",
  "elements": ["C", "Cl", "Cl", "Cl", "C", "Cl", "Cl", "H", "Cl", "Cl", "Cl", "C", "C", "Cl", "Cl", "Cl", "Cl", "C", "H", "Cl", "C", "Cl", "Cl", "Cl", "C", "C", "Cl", "Cl", "C", "C", "Cl", "Cl", "Cl", "Cl", "Cl", "Cl", "Cl", "C", "Cl", "Cl", "Cl", "Cl", "C", "Cl", "Cl", "H", "C", "C", "C", "Cl", "Cl", "Cl", "C", "H", "Cl", "Cl", "Cl", "Cl", "Cl", "H", "Cl", "C", "Cl", "C", "Cl", "Cl", "C", "Cl", "Cl", "C", "Cl", "O", "Cl", "Cl", "Cl", "Cl", "C", "H", "Cl", "Cl", "Cl", "Cl", "C", "C", "Cl", "Cl", "H", "Cl", "O", "Cl", "C", "O", "Cl", "Cl", "Cl", "Cl", "H", "Cl", "Cl", "C", "C", "C", "F", "Cl", "H", "Cl", "Cl", "C", "C", "Cl", "Cl", "C", "Cl", "C", "Cl", "Cl"],
  "coordinates": [[-2.19437, -4.36419, 1.72355], [8.10827, -4.13741, -4.06278], [5.16576, -1.15032, -9.49290], [4.47015, -3.93690, -9.27923], [1.63439, 1.16386, -0.20712], [6.14848, 6.31174, 8.74673], [-2.81103, 3.10712, -5.58614], [3.47559, 2.55752, 1.25628], [0.82173, 5.93286, 10.38632], [0.86823, -7.84263, -2.46092], [4.90951, -10.04831, -1.79850], [5.40251, -8.36106, -2.00678], [-0.46120, 0.04021, 0.15427], [-5.06589, 0.49192, -0.31855], [-3.40290, 0.33200, -6.12444], [-12.62177, 1.16189, 0.97580], [0.86615, 1.34659, -3.59950], [6.22847, 2.93245, 4.91504], [3.42689, -1.33134, 0.10442], [-0.05980, -5.99499, -4.48101], [0.20358, -6.23515, -2.75597], [-1.31494, -6.07277, -1.86216], [-13.01383, -0.68515, 3.15525], [-4.25253, 2.37368, -7.97643], [-10.04803, 5.00748, 0.47185], [-3.29640, -3.89367, -5.76480], [6.19888, -8.17272, -3.56615], [-0.71527, -3.94903, 0.87231], [0.13149, 2.01960, 1.54429], [-13.49244, -0.28404, 1.50434], [-5.58739, 3.12543, 0.75138], [-2.97924, -5.29770, -6.78985], [7.22636, -3.16085, -9.62066], [-4.59355, 7.03703, 4.96044], [1.35944, -5.02993, -2.16558], [-10.28705, 6.45771, 1.45123], [0.68122, 3.70465, 8.56429], [1.17980, 4.21336, 10.18311], [-2.29737, 0.52592, 7.33957], [6.37536, 5.42112, -6.34569], [2.90922, 3.92306, 10.38027], [-3.13356, 7.07843, 2.47138], [5.18194, 5.41751, -7.64842], [-2.14975, -3.68202, 3.35423], [-5.48350, 5.43144, 2.73086], [1.99972, -1.00300, -1.81072], [-4.07277, 6.07327, 3.57602], [1.82156, -2.12235, 1.53822], [-3.99659, 1.98786, -6.27227], [6.05907, -2.11267, -3.88215], [-3.08208, 4.72474, 4.14035], [-2.81856, -4.24664, -4.10778], [1.42215, -1.26364, -0.92471], [3.01889, 3.73346, 3.41032], [3.90003, 7.42645, 10.16135], [-1.36788, 2.70436, 5.70762], [5.15837, 2.48751, 3.57913], [5.36351, -2.86110, -11.80214], [-10.26665, 5.40379, -1.23512], [0.73834, 3.85022, 4.30827], [-2.35335, -6.12342, 1.82763], [2.44075, -1.80270, 0.10370], [5.36430, 4.08497, 5.93583], [-0.93781, 1.30504, 0.79542], [0.28964, 3.28350, 11.39107], [-8.42187, 4.37338, 0.72187], [-5.76841, 2.07049, -0.66917], [5.35460, -4.91165, -3.72068], [7.70507, 3.66741, 4.29091], [2.21088, 3.26526, 2.87604], [-5.52128, 2.12931, -5.39601], [2.44278, -3.08920, 0.42947], [6.51625, -7.91111, -0.71320], [0.98061, 3.86423, -4.98534], [-3.58465, -3.70473, 0.85027], [3.70858, 4.62488, -7.08572], [1.42998, 1.95756, 1.03573], [1.89288, -2.88848, 2.30858], [3.07719, 1.90871, -5.34682], [-15.23023, 0.02294, 1.45157], [0.45482, 1.44354, -6.45912], [-4.93045, 2.80816, -2.03429], [0.91421, 3.31927, 3.38248], [-2.80344, 1.97311, 6.46425], [3.51723, 6.32731, 7.55020], [2.44101, -11.48472, 2.85780], [0.73720, -2.09362, -1.07116], [6.63072, 1.49081, 5.84898], [2.41990, 1.46392, -1.07190], [4.82008, 7.08189, -8.11805], [2.48331, 2.59582, 1.68187], [-2.07167, 1.69534, 0.71003], [-2.33753, -2.52215, -6.34247], [3.90066, -11.73087, 0.38726], [-3.97242, 1.51951, 5.22621], [-3.52212, 3.12694, 7.58600], [2.68343, -1.54502, 1.99324], [1.78202, -13.59330, 1.00407], [-13.09717, -1.62820, 0.43142], [5.55649, -2.77536, -10.04906], [4.64681, 7.22354, 8.57957], [1.34258, 2.13798, -5.09746], [-1.33627, -0.95918, 0.11504], [-5.01282, -3.49208, -5.82781], [-1.16285, 2.76699, 3.06706], [4.25908, -13.69107, 2.47879], [-7.47756, 1.87203, -1.07443], [6.43625, -3.73699, -4.46983], [3.09552, -12.62733, 1.68282], [5.83356, 4.54541, -9.03897], [6.23172, -3.80601, -6.22308], [0.77791, -0.05542, -0.32649], [-11.23012, 3.77750, 0.94497], [-0.14708, 2.71573, 2.71558], [3.96702, -7.33412, -1.93483], [4.98532, 8.79758, 7.86010]],
  "atomic_forces_ev_per_a": [[-0.06, 0.02, -0.06], [0.02, 0.01, 0.03], [-0.01, 0.07, 0.05], [-0.01, -0.02, -0.01], [-0.35, 0.08, 0.14], [0.00, -0.01, -0.01], [-0.03, -0.01, 0.02], [0.07, 0.02, -0.03], [-0.05, -0.10, 0.00], [-0.28, -0.09, -0.11], [0.15, 0.18, -0.35], [0.02, 0.05, 0.07], [0.36, -0.15, -0.09], [0.00, 0.01, 0.01], [-0.06, 0.18, 0.00], [-0.12, -0.30, -0.03], [-0.17, -0.02, -0.13], [-0.07, 0.00, 0.03], [-0.15, 0.28, 0.19], [0.15, -0.16, 0.01], [0.04, -0.01, 0.10], [0.04, -0.06, -0.08], [0.00, 0.00, 0.01], [0.01, 0.01, -0.02], [0.01, 0.01, 0.02], [0.06, 0.08, 0.05], [0.04, -0.14, -0.03], [0.05, -0.11, 0.07], [0.17, 0.17, 0.14], [-0.01, 0.02, 0.01], [0.12, -0.37, -0.26], [0.00, -0.02, 0.01], [0.02, -0.01, -0.01], [-0.01, 0.00, -0.01], [-0.02, 0.08, 0.05], [0.00, -0.01, 0.00], [-0.03, -0.02, -0.02], [-0.04, 0.01, -0.03], [0.02, 0.00, 0.05], [0.02, 0.00, 0.01], [0.01, 0.01, 0.01], [0.01, 0.01, 0.00], [-0.05, 0.02, 0.00], [0.00, 0.01, 0.01], [-0.12, 0.25, 0.17], [-0.30, 0.00, -0.31], [0.01, -0.05, -0.05], [2.87, 0.72, 0.16], [0.01, 0.00, 0.05], [-0.01, -0.01, -0.03], [-0.03, 0.24, -0.05], [-0.30, 0.09, 0.03], [0.70, -0.41, 0.78], [-0.10, 0.19, 0.08], [0.16, 0.18, 0.10], [-0.05, -0.24, 0.30], [0.43, -0.25, -0.03], [0.00, -0.01, -0.01], [0.00, 0.00, -0.01], [-0.01, 0.06, 0.04], [0.01, 0.00, 0.00], [-2.42, 0.06, -0.74], [0.09, 0.02, 0.06], [0.06, 0.00, 0.09], [-0.02, -0.01, 0.00], [-0.24, 0.31, 0.14], [0.07, -0.05, 0.03], [-0.05, 0.21, 0.06], [-0.04, 0.00, 0.00], [-0.28, -0.13, -0.31], [-0.04, 0.04, -0.06], [1.23, -0.05, 0.15], [0.01, 0.00, 0.00], [0.00, 0.05, -0.01], [-0.01, 0.00, -0.01], [0.11, 0.16, -0.12], [0.09, 0.14, 0.16], [-1.96, -0.07, 0.11], [-0.07, -0.12, 0.07], [-0.01, 0.00, 0.00], [0.03, -0.01, 0.00], [0.04, 0.00, 0.04], [0.02, 0.00, -0.10], [0.04, -0.09, 0.10], [-0.01, 0.03, -0.09], [-0.01, 0.01, 0.02], [-0.26, 0.16, -0.33], [0.01, 0.01, 0.01], [0.60, -0.12, 0.19], [0.00, 0.01, 0.00], [-0.65, 0.10, 0.18], [-0.30, -0.12, 0.19], [0.09, -0.20, -0.11], [-0.17, -0.17, 0.38], [0.05, 0.04, -0.03], [0.01, 0.01, -0.04], [0.27, -0.71, 0.16], [0.00, 0.00, 0.00], [0.00, -0.01, -0.01], [-0.01, -0.02, -0.04], [-0.08, -0.06, 0.03], [-0.02, -0.11, -0.01], [-0.08, 0.17, -0.22], [0.02, 0.03, -0.01], [-0.10, 0.02, 0.03], [0.00, 0.00, 0.00], [0.10, -0.17, -0.09], [-0.02, -0.07, -0.06], [0.02, -0.04, -0.05], [0.00, -0.02, -0.01], [0.00, 0.08, 0.03], [-0.14, -0.04, -0.28], [0.12, 0.30, 0.04], [0.52, -0.01, -0.58], [0.26, -0.04, 0.04], [-0.01, -0.02, 0.00]],
  "mulliken_charge": [0.145, -0.117, -0.061, -0.086, -0.207, -0.095, -0.055, 0.625, -0.088, -0.100, -0.106, 0.289, 0.781, -0.042, 0.029, -0.053, 0.109, 0.236, 0.547, -0.075, 0.289, -0.087, -0.099, -0.109, 0.227, 0.242, -0.085, 0.130, 0.233, 0.338, 0.092, -0.102, -0.095, -0.105, -0.012, -0.109, 0.022, 0.244, -0.111, -0.105, -0.071, -0.110, 0.293, -0.107, -0.051, 0.334, 0.143, -1.080, 0.212, -0.078, 0.061, 0.034, -0.593, 0.650, -0.068, -0.031, -0.079, -0.106, -0.111, 0.556, -0.108, 0.206, 0.007, -0.048, -0.107, 0.085, 0.186, 0.041, -0.101, -0.707, -0.078, -0.410, -0.114, -0.116, -0.078, 0.005, 0.508, 0.412, -0.091, -0.099, -0.068, -0.073, -0.249, 0.219, -0.044, -0.098, 0.346, -0.098, -0.615, -0.107, -1.165, -0.520, -0.085, -0.008, -0.044, -0.078, 0.237, -0.099, -0.102, 0.329, 0.306, 0.176, -0.276, -0.102, 0.426, -0.102, -0.126, 0.175, 0.302, -0.098, -0.003, 0.474, -0.078, -0.347, 0.023, -0.095],
  "e_lumo_ev": -1.0,
  "gap_ev": 8.334,
  "max_force_ev_per_a": 3.0,
  "multiplicity": 1,
  "total_energy_ha": -34645.658003
}